No. 1
C48H35N7OPt as an isolated structure, computed with wB97M-V/def2-TZVPD.

Atoms and positions in Å:
Pt (0.5625, 1.2587, 0.0289)
C (-5.7876, 1.2076, -3.8945)
C (-5.0060, 0.2155, -3.3265)
C (-3.8203, 0.5465, -2.7033)
C (-3.4096, 1.8766, -2.6098)
C (-4.2096, 2.8665, -3.1604)
C (-5.3808, 2.5286, -3.8183)
C (-2.1302, 2.0990, -1.8983)
C (-0.9734, 1.6921, -2.5435)
C (-0.8922, 1.4584, -3.9600)
C (0.3722, 1.0559, -4.2226)
C (1.0754, 1.0297, -2.9716)
C (2.3693, 0.5595, -2.8062)
C (2.9694, -0.2122, -3.9199)
C (2.7877, -1.5931, -3.8589)
C (3.2470, -2.4076, -4.8741)
C (3.9196, -1.8587, -5.9535)
C (4.1273, -0.4914, -6.0074)
C (3.6487, 0.3323, -5.0005)
C (3.0416, 0.5151, -1.5690)
N (2.4608, 0.7003, -0.3496)
C (3.3843, 0.3291, 0.5775)
C (3.1421, 0.1407, 1.9544)
C (4.1077, -0.7299, 2.6615)
C (4.0476, -2.0908, 2.3689)
C (4.8978, -2.9776, 2.9986)
C (5.8320, -2.5158, 3.9103)
C (5.9118, -1.1619, 4.1884)
C (5.0482, -0.2706, 3.5733)
C (1.9864, 0.5317, 2.6123)
C (1.7189, 0.2996, 4.0066)
C (0.4701, 0.7566, 4.2514)
C (-0.0415, 1.2740, 3.0114)
N (0.9098, 1.1467, 2.0369)
C (-1.3129, 1.7978, 2.8593)
C (-1.8429, 2.2750, 1.6371)
C (-3.1089, 2.8770, 1.4806)
C (-3.3433, 2.9669, 0.1274)
C (-2.2152, 2.4180, -0.5189)
N (-1.2822, 2.0410, 0.4067)
C (-2.2856, 1.5929, 3.9591)
C (-2.8859, 0.3371, 4.0198)
C (-3.8156, 0.0451, 4.9972)
C (-4.1564, 1.0058, 5.9339)
C (-3.5707, 2.2593, 5.8768)
C (-2.6427, 2.5559, 4.8913)
C (4.6107, 0.0090, -0.0608)
C (4.3936, 0.1213, -1.4057)
N (0.2451, 1.4602, -1.9725)
H (-6.7065, 0.9480, -4.3972)
H (-5.3208, -0.8180, -3.3704)
H (-3.1816, -0.2168, -2.2774)
H (-3.9078, 3.9007, -3.0885)
H (-5.9784, 3.3015, -4.2753)
H (-1.6993, 1.6225, -4.6484)
H (0.8079, 0.8012, -5.1697)
H (2.2835, -2.0105, -3.0001)
H (3.0821, -3.4741, -4.8240)
H (4.2808, -2.4963, -6.7473)
H (4.6649, -0.0669, -6.8434)
H (3.8097, 1.3990, -5.0535)
H (3.3307, -2.4355, 1.6382)
H (4.8396, -4.0310, 2.7691)
H (6.5031, -3.2095, 4.3943)
H (6.6566, -0.7996, 4.8822)
H (5.1174, 0.7864, 3.7855)
H (2.4015, -0.1513, 4.7018)
H (-0.0627, 0.7512, 5.1835)
H (-3.7479, 3.2116, 2.2745)
H (-4.2024, 3.3924, -0.3534)
H (-2.6168, -0.4060, 3.2822)
H (-4.2805, -0.9303, 5.0207)
H (-4.8825, 0.7785, 6.7002)
H (-3.8468, 3.0131, 6.5998)
H (-2.1997, 3.5397, 4.8424)
H (5.5152, -0.2704, 0.4425)
H (5.0926, -0.0426, -2.2007)
C (-2.9215, -3.5953, -0.0758)
N (-1.6832, -2.8663, -0.1141)
C (-0.4240, -3.4236, -0.5359)
C (0.5070, -2.1957, -0.4183)
O (1.6857, -2.1953, -0.6543)
N (-0.2561, -1.1492, 0.0073)
C (-1.5007, -1.5654, 0.1819)
N (-2.4552, -0.7665, 0.6543)
H (-2.7897, -4.5360, -0.6062)
H (-3.7129, -3.0249, -0.5667)
H (-3.2201, -3.8176, 0.9527)
H (-0.4623, -3.7900, -1.5661)
H (-0.0737, -4.2272, 0.1182)
H (-2.1918, 0.2079, 0.7543)
H (-3.4280, -1.0157, 0.6372)

Computed properties:
Charge   0
LUMO   -0.97 eV
Energy above the lowest of the compared OMol25 structures with the same formula, charge and spin   0.0 kcal/mol
HOMO level   -6.6 eV

Mulliken atomic charge list, values in e, 5 entries:
1. Pt 1.82
2. C -0.44
3. C -0.81
4. C 0.03
5. C -0.62

No. 2
C48H36AuClO5P2S as an isolated structure, computed with wB97M-V/def2-TZVPD.

Atoms and positions in Å:
Au (-0.0551, 0.0269, -0.1539)
O (0.7729, 2.2342, 1.8322)
S (0.0954, 2.1698, 0.5508)
C (-1.3620, 3.1733, 0.5727)
C (-1.0616, 4.4394, 1.0607)
C (-1.9733, 5.5007, 1.0131)
C (-3.1834, 5.2866, 0.4002)
C (-4.3399, 6.2069, 0.1168)
C (-5.4050, 5.3131, -0.5717)
C (-4.7811, 3.9437, -0.6394)
C (-5.2511, 2.7504, -1.1145)
C (-4.4573, 1.6016, -0.9381)
C (-3.1957, 1.6412, -0.3694)
P (-2.4320, 0.1536, 0.2152)
C (-2.5062, 0.2182, 2.0138)
C (-1.6719, -0.5845, 2.7944)
C (-1.7456, -0.5140, 4.1758)
C (-2.6464, 0.3474, 4.7857)
C (-3.4846, 1.1409, 4.0142)
C (-3.4164, 1.0815, 2.6321)
C (-3.2702, -1.2697, -0.4457)
C (-3.2436, -1.4938, -1.8244)
C (-3.9159, -2.5819, -2.3464)
C (-4.5964, -3.4499, -1.4985)
C (-4.6109, -3.2323, -0.1289)
C (-3.9472, -2.1387, 0.4065)
C (-2.6409, 2.8863, 0.0383)
C (-3.4909, 3.9983, -0.0704)
C (1.0185, 2.9848, -0.7199)
C (0.4202, 3.9591, -1.5101)
C (1.1570, 4.8241, -2.3320)
C (2.5256, 4.7390, -2.3014)
C (3.5984, 5.5436, -2.9833)
C (4.9345, 4.9085, -2.5155)
C (4.5259, 3.7270, -1.6758)
C (5.2552, 2.7325, -1.0792)
C (4.5573, 1.6838, -0.4608)
C (3.1761, 1.6617, -0.3280)
P (2.4204, 0.0747, 0.0542)
C (3.1826, -1.0861, -1.0827)
C (4.2598, -1.8840, -0.7016)
C (4.8500, -2.7228, -1.6337)
C (4.3725, -2.7634, -2.9363)
C (3.3044, -1.9620, -3.3180)
C (2.7051, -1.1263, -2.3926)
C (2.8064, -0.3953, 1.7418)
C (2.6781, -1.7302, 2.1371)
C (2.9557, -2.0825, 3.4466)
C (3.3544, -1.1139, 4.3601)
C (3.4793, 0.2119, 3.9679)
C (3.2035, 0.5762, 2.6603)
C (2.4161, 2.7450, -0.8230)
C (3.1252, 3.7102, -1.5544)
H (-0.0774, 4.6219, 1.4769)
H (-1.6946, 6.4616, 1.4244)
H (-4.0233, 7.0317, -0.5232)
H (-4.7125, 6.6549, 1.0387)
H (-5.6598, 5.6732, -1.5688)
H (-6.3359, 5.2818, -0.0043)
H (-6.2300, 2.6571, -1.5657)
H (-4.8696, 0.6405, -1.2195)
H (-0.9765, -1.2757, 2.3362)
H (-1.0959, -1.1376, 4.7752)
H (-2.6998, 0.3972, 5.8652)
H (-4.1954, 1.8036, 4.4892)
H (-4.0798, 1.6986, 2.0409)
H (-2.6947, -0.8293, -2.4819)
H (-3.8988, -2.7658, -3.4121)
H (-5.1117, -4.3068, -1.9118)
H (-5.1372, -3.9136, 0.5256)
H (-3.9567, -1.9670, 1.4754)
H (-0.6520, 4.0909, -1.4808)
H (0.6383, 5.5625, -2.9283)
H (3.5231, 6.5993, -2.7213)
H (3.4807, 5.4825, -4.0664)
H (5.5291, 5.6070, -1.9248)
H (5.5561, 4.5989, -3.3556)
H (6.3352, 2.6987, -1.1329)
H (5.1269, 0.8319, -0.1065)
H (4.6348, -1.8599, 0.3136)
H (5.6816, -3.3485, -1.3392)
H (4.8314, -3.4270, -3.6571)
H (2.9304, -2.0005, -4.3321)
H (1.8589, -0.5174, -2.6904)
H (2.3730, -2.4890, 1.4297)
H (2.8688, -3.1171, 3.7508)
H (3.5773, -1.3962, 5.3806)
H (3.7958, 0.9628, 4.6789)
H (3.2962, 1.6108, 2.3587)
O (1.1232, -3.6044, -0.9435)
Cl (-0.0757, -2.9870, -0.5322)
O (-1.2278, -3.7594, -0.7704)
O (-0.2263, -1.6777, -1.3451)
O (0.0034, -2.5048, 0.8289)

Computed properties:
Charge   +2
LUMO   -7.06 eV
Energy above the lowest of the compared OMol25 structures with the same formula, charge and spin   0.0 kcal/mol
HOMO level   -13.4 eV

Mulliken atomic charge list, values in e, 5 entries:
1. Au 1.58
2. O -0.70
3. S 0.88
4. C 0.27
5. C -0.15

No. 3
C48H36ClINO2P2Pt as an isolated structure, computed with wB97M-V/def2-TZVPD.

Atoms and positions in Å:
Pt (-0.1392, 0.8102, -0.5705)
Cl (3.0240, 6.8750, -1.4063)
C (1.9428, 5.6794, -0.9109)
C (1.1292, 5.9124, 0.1917)
C (0.2439, 4.9515, 0.6503)
I (-1.0434, 5.3619, 2.1917)
C (0.2114, 3.6569, 0.0334)
O (-0.5049, 2.7076, 0.4634)
C (1.0242, 3.4539, -1.1573)
N (0.8661, 2.2682, -1.7843)
C (1.4922, 2.0463, -2.9332)
C (2.3427, 2.9943, -3.5022)
C (2.5509, 4.1871, -2.8511)
C (1.8667, 4.4425, -1.6504)
H (1.1881, 6.8727, 0.6866)
H (1.3130, 1.0933, -3.4147)
H (2.8271, 2.7785, -4.4442)
H (3.2204, 4.9317, -3.2615)
C (1.3486, -4.9889, -1.8453)
C (0.4724, -4.7452, -0.5987)
C (0.1499, -6.0837, 0.0719)
C (1.2459, -3.8298, 0.3494)
C (2.2646, -4.2985, 1.1755)
C (3.0438, -3.4473, 1.9506)
C (2.8242, -2.0837, 1.9144)
C (1.7977, -1.5823, 1.1137)
P (1.5287, 0.1961, 1.0775)
C (0.9278, 0.7083, 2.6717)
C (1.1014, 2.0069, 3.1638)
C (0.5880, 2.3446, 4.4032)
C (-0.1312, 1.4078, 5.1382)
C (-0.3441, 0.1303, 4.6343)
C (0.1804, -0.2232, 3.4036)
C (3.1150, 0.9322, 0.6758)
C (3.9423, 1.5177, 1.6368)
C (5.1970, 1.9850, 1.2710)
C (5.6310, 1.8684, -0.0419)
C (4.8193, 1.2652, -0.9981)
C (3.5658, 0.8003, -0.6423)
C (1.0391, -2.4622, 0.3556)
O (0.0484, -1.8776, -0.4136)
C (-0.9336, -2.6729, -0.9591)
C (-2.0591, -1.9827, -1.4030)
C (-3.0876, -2.6787, -2.0412)
C (-2.9840, -4.0526, -2.1554)
C (-1.8671, -4.7147, -1.6561)
C (-0.8052, -4.0429, -1.0487)
P (-2.2334, -0.2568, -1.0087)
C (-3.2833, 0.5291, -2.2003)
C (-4.6202, 0.8083, -1.8906)
C (-5.4414, 1.3372, -2.8725)
C (-4.9330, 1.6032, -4.1387)
C (-3.6023, 1.3337, -4.4435)
C (-2.7725, 0.7981, -3.4763)
C (-2.8557, -0.0764, 0.6492)
C (-3.1977, 1.2068, 1.1158)
C (-3.6820, 1.3593, 2.3993)
C (-3.8135, 0.2471, 3.2265)
C (-3.4650, -1.0238, 2.7740)
C (-2.9776, -1.1924, 1.4928)
H (2.2832, -5.4737, -1.5598)
H (1.5882, -4.0508, -2.3511)
H (0.8276, -5.6364, -2.5521)
H (1.0621, -6.6094, 0.3467)
H (-0.3818, -6.7428, -0.6115)
H (-0.4573, -5.9511, 0.9685)
H (2.4727, -5.3596, 1.2077)
H (3.8299, -3.8517, 2.5734)
H (3.4402, -1.4151, 2.5039)
H (1.6462, 2.7487, 2.5923)
H (0.7519, 3.3367, 4.8025)
H (-0.5226, 1.6742, 6.1114)
H (-0.8998, -0.5961, 5.2129)
H (0.0423, -1.2302, 3.0282)
H (3.6352, 1.5786, 2.6721)
H (5.8431, 2.4233, 2.0201)
H (6.6150, 2.2249, -0.3171)
H (5.1766, 1.1408, -2.0123)
H (2.9538, 0.2901, -1.3789)
H (-3.9577, -2.1570, -2.4190)
H (-3.7764, -4.6149, -2.6299)
H (-1.8182, -5.7904, -1.7625)
H (-5.0166, 0.5973, -0.9058)
H (-6.4817, 1.5363, -2.6527)
H (-5.5812, 2.0224, -4.8971)
H (-3.2216, 1.5352, -5.4356)
H (-1.7392, 0.5690, -3.7134)
H (-3.1076, 2.0678, 0.4653)
H (-3.9685, 2.3393, 2.7560)
H (-4.2052, 0.3680, 4.2286)
H (-3.5967, -1.8834, 3.4179)
H (-2.7325, -2.1829, 1.1302)

Computed properties:
Charge   +3
LUMO (alpha / beta)   -8.59 / -11.03 eV
Energy above the lowest of the compared OMol25 structures with the same formula, charge and spin   7.2 kcal/mol
HOMO level (alpha / beta)   -15.8 / -15.8 eV
Multiplicity   5

Mulliken atomic charge list, values in e, 5 entries:
1. Pt 2.96
2. Cl -0.13
3. C 0.61
4. C -0.42
5. C -0.14

No. 4
C48H36ClN6O4PRbS as an isolated structure, computed with wB97M-V/def2-TZVPD.

Atoms and positions in Å:
Rb (-0.1043, -0.4432, -0.1185)
S (0.1119, 5.9105, 5.9809)
N (-1.1068, 5.3742, 5.0668)
C (-0.5950, 4.4686, 4.2545)
C (-1.3379, 3.7085, 3.2454)
C (-2.7094, 3.8461, 3.0432)
C (-3.3172, 3.0859, 2.0730)
C (-2.5311, 2.2002, 1.3317)
N (-1.2297, 2.0566, 1.5235)
C (-0.6358, 2.7995, 2.4609)
C (0.8366, 2.5962, 2.6456)
N (1.4277, 1.7116, 1.8396)
C (2.7176, 1.4682, 2.0116)
C (3.4989, 2.1115, 2.9726)
C (2.8997, 3.0473, 3.7807)
C (1.5390, 3.2992, 3.6205)
C (0.8042, 4.2669, 4.4388)
N (1.3238, 5.0238, 5.3873)
H (-3.2682, 4.5496, 3.6486)
H (-4.3777, 3.1648, 1.8754)
H (-2.9683, 1.6010, 0.5386)
H (3.1557, 0.7255, 1.3515)
H (4.5510, 1.8759, 3.0627)
H (3.4550, 3.5877, 4.5383)
O (-1.0577, 1.2247, -1.8012)
C (-2.1212, 1.3457, -2.4826)
C (-2.8623, 2.5711, -2.5303)
C (-3.9965, 2.7211, -3.2996)
C (-4.4980, 1.6636, -4.0736)
C (-3.8188, 0.4559, -4.0277)
C (-2.6684, 0.2657, -3.2551)
C (-2.0695, -1.0869, -3.1819)
N (-0.8013, -1.4518, -3.0873)
C (-0.8047, -2.8329, -3.0481)
C (-2.0745, -3.3148, -3.1057)
N (-2.8701, -2.1932, -3.1963)
H (-2.4665, 3.3962, -1.9455)
H (-4.5046, 3.6809, -3.3113)
H (-5.3755, 1.7866, -4.6950)
H (-4.1794, -0.3719, -4.6348)
H (0.1143, -3.3920, -2.9599)
H (-2.4766, -4.3134, -3.0730)
H (-3.8736, -2.1636, -3.1727)
Cl (2.4353, -1.6214, -1.2510)
C (3.1930, -0.9287, -2.6672)
C (4.0019, -1.7674, -3.4219)
C (4.6445, -1.2623, -4.5375)
C (4.4759, 0.0730, -4.8904)
C (3.6582, 0.8872, -4.1238)
C (2.9936, 0.4095, -2.9900)
P (1.8385, 1.4577, -1.9696)
C (3.0369, 2.6337, -1.2021)
C (4.4158, 2.4611, -1.1447)
C (5.2181, 3.3366, -0.4131)
C (4.6525, 4.4083, 0.2614)
C (3.2729, 4.5939, 0.2165)
C (2.4792, 3.7078, -0.4937)
C (1.1648, 2.4536, -3.3849)
C (0.3574, 1.7355, -4.2778)
C (-0.2400, 2.3602, -5.3574)
C (-0.0464, 3.7237, -5.5744)
C (0.7555, 4.4419, -4.7036)
C (1.3615, 3.8075, -3.6154)
H (4.1156, -2.8025, -3.1272)
H (5.2725, -1.9139, -5.1330)
H (4.9726, 0.4741, -5.7655)
H (3.5099, 1.9221, -4.4133)
H (4.8772, 1.6303, -1.6668)
H (6.2898, 3.1755, -0.3765)
H (5.2772, 5.0901, 0.8261)
H (2.8146, 5.4160, 0.7548)
H (1.3988, 3.8301, -0.4813)
H (0.1674, 0.6813, -4.0958)
H (-0.8856, 1.7869, -6.0131)
H (-0.5282, 4.2180, -6.4100)
H (0.9149, 5.5030, -4.8593)
H (1.9911, 4.3935, -2.9572)
C (2.7297, -5.5741, 5.8891)
O (2.8252, -4.4864, 4.9931)
C (1.7518, -4.2341, 4.1758)
C (0.5947, -5.0493, 4.1792)
C (-0.4153, -4.6999, 3.3068)
C (-0.3625, -3.5939, 2.4471)
C (-1.5170, -3.3105, 1.5833)
C (-2.6017, -4.3686, 1.4443)
O (-1.6714, -2.2721, 0.9520)
C (0.8334, -2.7699, 2.4267)
O (0.9869, -1.7905, 1.6413)
C (1.8678, -3.1522, 3.3432)
H (3.6575, -5.5894, 6.4554)
H (2.6225, -6.5242, 5.3602)
H (1.8932, -5.4574, 6.5824)
H (0.4876, -5.9071, 4.8227)
H (-1.3042, -5.3206, 3.3044)
H (-2.1844, -5.3444, 1.1877)
H (-3.2795, -4.0360, 0.6628)
H (-3.1619, -4.4812, 2.3769)
H (2.7716, -2.5552, 3.3552)

Computed properties:
Charge   -1
LUMO   1.54 eV
Energy above the lowest of the compared OMol25 structures with the same formula, charge and spin   0.0 kcal/mol
HOMO level   -4.0 eV

Mulliken atomic charge list, values in e, 5 entries:
1. Rb 1.04
2. S 0.07
3. N -0.71
4. C 0.92
5. C 0.30

No. 5
C48H38CrNOP2S as an isolated structure, computed with wB97M-V/def2-TZVPD.

Atoms and positions in Å:
Cr (0.4937, 0.0341, -0.3119)
O (0.6457, 0.1956, 1.6829)
S (-0.1849, 0.3789, 2.9412)
C (-0.8119, 2.0368, 2.9411)
C (-0.9134, 2.6035, 4.2023)
C (-1.5524, 3.8292, 4.3538)
C (-2.0817, 4.4632, 3.2454)
C (-1.9347, 3.9018, 1.9806)
C (-1.2786, 2.6883, 1.7963)
P (-1.0006, 2.1361, 0.0794)
C (0.1835, 3.3547, -0.5800)
C (0.5838, 4.5105, 0.0905)
C (1.4868, 5.3847, -0.4949)
C (1.9991, 5.1240, -1.7580)
C (1.6173, 3.9749, -2.4336)
C (0.7232, 3.0969, -1.8433)
C (-2.5971, 2.4031, -0.7268)
C (-3.7146, 1.7832, -0.1615)
C (-4.9498, 1.8866, -0.7781)
C (-5.0764, 2.5979, -1.9667)
C (-3.9672, 3.2048, -2.5342)
C (-2.7244, 3.1097, -1.9181)
C (-1.7570, -0.4735, 2.7237)
C (-2.7036, -0.2050, 3.7039)
C (-3.9413, -0.8264, 3.6654)
C (-4.2301, -1.7192, 2.6465)
C (-3.2740, -2.0011, 1.6843)
C (-2.0115, -1.4021, 1.7095)
P (-0.8256, -1.8588, 0.4099)
C (-1.7731, -2.7708, -0.8155)
C (-2.5352, -2.0415, -1.7341)
C (-3.3076, -2.6980, -2.6794)
C (-3.3194, -4.0874, -2.7104)
C (-2.5757, -4.8160, -1.7927)
C (-1.8033, -4.1638, -0.8420)
C (0.3740, -2.9838, 1.1552)
C (1.3891, -3.5026, 0.3513)
C (2.3434, -4.3408, 0.9003)
C (2.2991, -4.6577, 2.2532)
C (1.2916, -4.1446, 3.0560)
C (0.3254, -3.3117, 2.5075)
H (-0.5038, 2.0901, 5.0640)
H (-1.6370, 4.2756, 5.3351)
H (-2.5957, 5.4089, 3.3525)
H (-2.3346, 4.4236, 1.1191)
H (0.2156, 4.7303, 1.0821)
H (1.7916, 6.2745, 0.0391)
H (2.6974, 5.8147, -2.2110)
H (2.0148, 3.7587, -3.4166)
H (0.4431, 2.2110, -2.3984)
H (-3.6249, 1.2276, 0.7677)
H (-5.8163, 1.4179, -0.3307)
H (-6.0432, 2.6836, -2.4441)
H (-4.0672, 3.7666, -3.4532)
H (-1.8695, 3.6071, -2.3592)
H (-2.4880, 0.4931, 4.5019)
H (-4.6731, -0.6090, 4.4313)
H (-5.1939, -2.2074, 2.6032)
H (-3.5097, -2.7106, 0.9035)
H (-2.5702, -0.9555, -1.6788)
H (-3.9024, -2.1300, -3.3820)
H (-3.9167, -4.6046, -3.4493)
H (-2.5970, -5.8971, -1.8158)
H (-1.2212, -4.7369, -0.1317)
H (1.4462, -3.2524, -0.7021)
H (3.1279, -4.7437, 0.2742)
H (3.0492, -5.3096, 2.6803)
H (1.2485, -4.3993, 4.1061)
H (-0.4708, -2.9405, 3.1413)
N (0.0752, -0.2593, -2.3069)
C (1.0992, -0.2555, -3.3547)
C (0.6868, -0.5803, -4.6391)
C (1.5961, -0.5836, -5.6807)
C (2.9209, -0.2664, -5.4171)
C (3.3199, 0.0408, -4.1292)
C (2.4185, 0.0648, -3.0569)
C (2.9465, 0.2994, -1.6812)
C (4.1177, 1.0604, -1.5445)
C (4.8212, 1.0828, -0.3575)
C (4.3899, 0.3213, 0.7247)
C (3.1948, -0.3662, 0.6380)
C (2.4269, -0.3306, -0.5338)
H (-0.4098, -1.1569, -2.3560)
H (-0.6447, 0.4195, -2.5610)
H (-0.3538, -0.8255, -4.8212)
H (1.2761, -0.8388, -6.6812)
H (3.6518, -0.2780, -6.2139)
H (4.3667, 0.2291, -3.9393)
H (4.4924, 1.6203, -2.3912)
H (5.7259, 1.6710, -0.2809)
H (4.9738, 0.2886, 1.6352)
H (2.8377, -0.9239, 1.4944)

Computed properties:
Charge   +2
LUMO (alpha / beta)   -6.10 / -5.27 eV
HOMO level (alpha / beta)   -13.1 / -13.2 eV
Multiplicity   4

Mulliken atomic charge list, values in e, 5 entries:
1. Cr -0.35
2. O 0.59
3. S -0.30
4. C 0.05
5. C -0.43